ORCA calculation (wB97M-V/def2-TZVPD) on a single C4H6N2O molecule.

The calculation puts the energy above the lowest of the compared OMol25 structures with the same formula, charge and spin at 0.993 eV. The total energy is -340.7584 Eh. The gap between HOMO and LUMO comes out at 8.5 eV. For the LUMO energy, the calculation gives 0.0252 Ha.

```
13
Properties=species:S:1:pos:R:3:mulliken_charge:R:1
N -2.3694 -0.3742 0.0097 -0.4616
C -1.0200 -0.0994 -0.0183 0.3003
C -0.3562 1.0261 0.3231 -0.6879
C 1.0978 0.6607 0.3210 -0.3654
C 1.0126 -0.7153 -0.2867 0.4811
O 2.0944 -1.4415 -0.6043 -0.4845
N -0.1753 -1.1749 -0.4059 -0.6093
H -2.6473 -1.1644 -0.5524 0.2627
H -2.9846 0.4223 -0.0586 0.2486
H -0.7730 1.9846 0.6006 0.3427
H 1.7923 1.3519 -0.1703 0.3923
H 1.4723 0.4773 1.3410 0.2502
H 2.8831 -0.8996 -0.4698 0.3307
```



ORCA calculation (wB97M-V/def2-TZVPD) on a single C4H6N2O molecule.

The calculation puts the energy above the lowest of the compared OMol25 structures with the same formula, charge and spin at 1.297 eV. The total energy is -340.7473 Eh. The gap between HOMO and LUMO comes out at 8.3 eV. For the LUMO energy, the calculation gives 0.0330 Ha.

```
13
Properties=species:S:1:pos:R:3:mulliken_charge:R:1
N 1.8495 0.9998 -0.0742 -0.6615
C 0.5777 0.4684 0.2549 0.0710
N -0.5012 1.2696 -0.0164 -0.0331
C -1.6181 0.5045 -0.1970 -0.7461
C -1.2691 -0.8088 0.0300 -0.4324
C 0.1158 -0.8211 0.3548 0.5342
O 0.9453 -1.8827 0.6110 -0.5419
H 1.8034 1.0998 -1.0905 0.2582
H 2.5599 0.2952 0.0970 0.2743
H -0.4260 2.2719 -0.0637 0.2172
H -2.5486 0.9531 -0.5127 0.3981
H -1.8943 -1.6783 -0.1316 0.3434
H 0.4056 -2.6715 0.7383 0.3185
```



ORCA calculation (wB97M-V/def2-TZVPD) on a single C4H6N2O molecule.

The calculation puts the energy above the lowest of the compared OMol25 structures with the same formula, charge and spin at 1.198 eV. The total energy is -340.7509 Eh. The gap between HOMO and LUMO comes out at 10.7 eV. For the LUMO energy, the calculation gives 0.0323 Ha.

```
13
Properties=species:S:1:pos:R:3:mulliken_charge:R:1
O 1.3133 2.1503 0.7080 -0.5790
C 0.8316 1.1604 0.2133 0.4782
N 1.4113 -0.0785 0.1312 -0.1521
C 0.5201 -1.1314 -0.3031 -0.4969
C -0.7432 -0.3287 -0.6308 -0.0188
C -1.4729 0.4340 0.4123 -0.3636
N -0.4591 1.0886 -0.4145 -0.3683
H 2.3328 -0.2290 0.5087 0.1887
H 0.3838 -1.8973 0.4721 0.2408
H 0.8868 -1.6256 -1.2108 0.2993
H -1.2558 -0.5797 -1.5555 0.3307
H -2.4807 0.7858 0.2028 0.2334
H -1.2681 0.2510 1.4662 0.2077
```